Computed, not measured: C24H29BF4N6O2Pm as an isolated structure, with wB97M-V/def2-TZVPD.

Energy relative to the best compared isomer or geometry (same formula, charge and spin)   0.0 kcal/mol
Frontier orbital gap (alpha / beta)   8.3 / 8.3 eV
Multiplicity   5
Charge   +1

Each line ends with the Mulliken charge.
CARTESIAN COORDINATES (ANGSTROEM)
Pm1 0.04 -0.36 -0.24  0.9033
C1 3.10 -1.23 3.40  -1.0031
C2 4.31 -1.35 2.72  -0.6062
C3 4.41 -0.88 1.43  -0.8750
C4 3.30 -0.29 0.81  0.7268
N1 2.11 -0.23 1.46  0.5312
C5 2.04 -0.67 2.72  -0.3848
C6 3.35 0.27 -0.56  0.8695
C7 4.59 0.65 -1.09  -1.1295
C8 4.68 1.13 -2.38  -0.7154
C9 3.53 1.22 -3.15  -0.8035
C10 2.30 0.86 -2.61  -0.3710
C11 2.15 0.38 -1.30  0.3154
H1 2.98 -1.56 4.42  0.5001
H2 5.16 -1.81 3.21  0.4322
H3 5.33 -0.99 0.89  0.4869
H4 1.08 -0.56 3.21  0.3253
H5 5.49 0.61 -0.48  0.3732
H6 5.64 1.42 -2.79  0.3974
H7 3.59 1.58 -4.17  0.4283
H8 1.43 0.96 -3.24  0.4362
C12 -0.42 -6.12 -0.82  -0.8495
O1 -0.47 -4.79 -1.35  -0.3033
C13 -0.30 -3.75 -0.58  0.5965
O2 -0.27 -2.62 -1.07  -0.4837
N2 -0.15 -3.94 0.75  -0.2480
N3 0.03 -2.80 1.55  -0.2645
H9 -0.55 -6.77 -1.68  0.2528
H10 -1.24 -6.30 -0.12  0.3489
H11 0.55 -6.32 -0.36  0.3768
H12 -0.26 -4.84 1.19  0.2297
H13 0.86 -2.90 2.11  0.2793
H14 -0.76 -2.67 2.18  0.2494
N4 -5.56 2.44 -5.03  -0.4849
C14 -4.76 2.06 -4.30  -0.1645
C15 -3.75 1.59 -3.40  0.5573
C16 -2.58 2.33 -3.21  -0.8813
C17 -1.61 1.85 -2.35  -0.0318
C18 -1.73 0.64 -1.63  0.3874
C19 -2.93 -0.06 -1.86  -0.2383
C20 -3.92 0.39 -2.72  -1.0269
H15 -2.45 3.26 -3.74  0.4660
H16 -0.70 2.44 -2.25  0.2548
H17 -3.10 -1.00 -1.35  0.3548
H18 -4.82 -0.19 -2.87  0.4347
F1 -0.91 1.07 3.70  -0.4266
B1 -1.63 -0.04 3.19  0.1618
F2 -2.96 0.23 3.14  -0.2852
F3 -1.28 -1.21 3.83  -0.3393
F4 -1.15 -0.21 1.77  0.1473
N5 -0.71 3.98 2.97  0.0354
C21 0.71 3.93 2.50  -1.0644
C22 0.89 2.61 1.75  -0.5120
N6 -0.07 2.44 0.66  0.1616
C23 -1.46 2.70 1.04  -0.2207
C24 -1.64 4.01 1.80  -1.0892
H19 -0.86 4.79 3.58  0.3686
H20 -0.91 3.13 3.51  0.2822
H21 1.38 3.98 3.36  0.4451
H22 0.88 4.79 1.86  0.3895
H23 0.76 1.80 2.46  0.0827
H24 1.90 2.54 1.35  0.5711
H25 0.19 3.04 -0.12  0.3292
H26 -1.82 1.90 1.67  -0.0150
H27 -2.08 2.71 0.14  0.4902
H28 -2.66 4.12 2.15  0.4495
H29 -1.37 4.88 1.19  0.3896

Computed, not measured: C24H29BiFN5O11Se as an isolated structure at a distorted geometry, with wB97M-V/def2-TZVPD.

Energy relative to the best compared isomer or geometry (same formula, charge and spin)   99.2 kcal/mol
Frontier orbital gap   7.7 eV
Multiplicity   1

Each line ends with the Mulliken charge.
CARTESIAN COORDINATES (ANGSTROEM)
Bi1 0.59 -0.99 -0.84  1.3844
O1 -1.51 -4.35 1.13  -0.7095
C1 -1.41 -3.38 0.38  -0.3287
O2 -0.28 -2.93 -0.06  -0.6071
C2 -2.70 -2.71 -0.10  0.4884
C3 -3.02 -3.27 -1.49  -0.1757
C4 -4.32 -2.69 -2.07  -0.9611
C5 -3.83 -1.42 -2.79  -0.6081
C6 -2.31 -1.47 -2.55  -0.1983
O3 -2.00 -2.82 -2.39  -0.5425
C7 -2.59 -1.17 -0.19  -0.2068
C8 -1.81 -0.64 1.02  -0.5025
O4 -2.35 -0.65 2.11  -0.7062
O5 -0.60 -0.22 0.81  0.0442
H1 -3.49 -2.98 0.60  0.6889
H2 -3.00 -4.36 -1.47  0.7522
H3 -4.76 -3.39 -2.77  0.3395
H4 -5.05 -2.49 -1.28  0.3887
H5 -4.02 -1.46 -3.86  0.4921
H6 -4.24 -0.49 -2.40  0.2500
H7 -1.71 -1.05 -3.36  0.6707
H8 -3.58 -0.73 -0.14  0.6776
C9 2.53 -4.70 0.72  -0.9157
N1 1.79 -4.23 1.87  0.3766
C10 1.16 -5.02 2.80  -0.4828
C11 0.55 -4.20 3.67  -0.5341
N2 0.80 -2.92 3.27  0.4125
C12 0.35 -1.72 3.95  -0.7845
C13 1.55 -2.94 2.16  -0.2086
Se1 2.21 -1.44 1.19  -0.2655
H9 2.97 -5.67 0.95  0.3813
H10 3.32 -3.99 0.49  0.3346
H11 1.87 -4.79 -0.13  0.2527
H12 1.18 -6.10 2.74  0.4594
H13 -0.06 -4.43 4.53  0.4974
H14 0.65 -1.76 5.00  0.3745
H15 -0.73 -1.63 3.89  0.3401
H16 0.80 -0.85 3.48  0.1209
F1 0.08 6.32 -3.19  -0.3354
C14 0.05 5.02 -2.89  0.2618
C15 -0.70 4.59 -1.87  -0.3569
N3 -0.72 3.28 -1.44  0.2784
C16 -2.02 2.71 -1.07  -0.0970
C17 -2.44 1.87 -2.28  -0.3918
O6 -1.38 1.69 -2.98  -0.3353
O7 -1.93 -0.74 -1.38  -0.0983
C18 -0.08 2.26 -2.26  0.2209
O8 0.52 1.30 -1.59  -0.5608
N4 0.75 2.81 -3.28  0.0823
C19 0.82 4.10 -3.73  0.2186
O9 1.46 4.41 -4.71  -0.6870
H17 -1.31 5.28 -1.30  0.4397
H18 -2.74 3.49 -0.84  0.4843
H19 -1.92 2.04 -0.21  -0.3243
H20 1.26 2.12 -3.81  0.1972
O10 3.26 2.56 -1.21  -0.5079
C20 2.68 1.69 -0.41  -0.0725
O11 2.85 0.48 -0.55  -0.8526
C21 2.03 2.32 0.83  1.4269
N5 2.07 3.78 0.68  -0.5222
C22 2.80 4.38 1.81  -0.8117
C23 3.74 3.26 2.25  -0.7912
C24 2.88 2.01 2.08  -0.4471
H21 1.03 1.91 0.92  -0.0678
H22 1.15 4.18 0.54  0.1957
H23 3.01 3.44 -0.82  0.4583
H24 2.13 4.66 2.63  0.3343
H25 3.33 5.27 1.47  0.4055
H26 4.09 3.39 3.28  0.4273
H27 4.61 3.22 1.59  0.2918
H28 2.22 1.88 2.94  0.2960
H29 3.45 1.10 1.95  0.2519

Computed, not measured: C24H29BrFIrN2O5S2Si2 as an isolated structure, with wB97M-V/def2-TZVPD.

Energy relative to the best compared isomer or geometry (same formula, charge and spin)   64.7 kcal/mol
Frontier orbital gap   4.8 eV
Multiplicity   1
Charge   -2

Each line ends with the Mulliken charge.
CARTESIAN COORDINATES (ANGSTROEM)
Ir1 -0.46 0.29 0.83  2.3755
C1 -1.74 0.58 -3.99  -1.3637
Si1 -1.14 -0.31 -2.41  0.8098
C2 0.68 -0.61 -2.74  -0.5999
C3 -2.03 -1.95 -2.44  -0.9650
C4 -1.41 0.93 -0.98  1.8698
C5 -0.34 1.95 -0.98  -1.2024
C6 -0.41 3.32 -1.22  -1.2397
C7 0.73 4.08 -0.99  -0.5877
C8 1.88 3.48 -0.49  -1.1165
C9 1.85 2.14 -0.19  -0.2358
N1 0.78 1.39 -0.48  0.5827
Si2 -3.18 1.51 -0.72  0.4273
C10 -4.35 0.04 -0.74  -1.2315
C11 -3.49 2.45 0.87  -1.0679
C12 -3.79 2.72 -2.06  -1.3743
H1 -1.46 -0.02 -4.86  0.3493
H2 -1.30 1.57 -4.10  0.3294
H3 -2.83 0.69 -4.01  0.2595
H4 0.76 -1.30 -3.59  0.4250
H5 1.16 -1.06 -1.87  -0.2480
H6 1.21 0.31 -2.99  0.3249
H7 -1.93 -2.34 -3.47  0.3084
H8 -3.09 -1.88 -2.22  0.2754
H9 -1.58 -2.65 -1.74  0.2181
H10 -1.33 3.77 -1.56  0.3028
H11 0.71 5.15 -1.18  0.4223
H12 2.77 4.06 -0.28  0.4280
H13 2.67 1.62 0.29  0.0592
H14 -3.98 -0.75 -0.09  0.3177
H15 -4.49 -0.37 -1.74  0.2726
H16 -5.33 0.37 -0.37  0.4011
H17 -3.53 1.77 1.73  0.2405
H18 -4.44 2.98 0.78  0.4207
H19 -2.70 3.16 1.09  0.2774
H20 -3.37 2.53 -3.05  0.3612
H21 -3.55 3.75 -1.79  0.3759
H22 -4.88 2.66 -2.14  0.3831
Br1 1.12 -1.78 5.13  -0.2217
C13 1.72 -2.75 3.54  -0.4069
C14 2.06 -4.05 3.70  -0.3351
C15 2.09 -4.90 2.56  -1.2092
C16 1.38 -4.45 1.46  -0.1084
C17 0.94 -3.13 1.35  -0.3477
N2 1.61 -2.21 2.24  1.2623
C18 -0.01 -2.79 0.31  0.0723
O1 -0.37 -3.68 -0.49  -0.9209
O2 -0.49 -1.58 0.08  -0.6412
H23 2.18 -4.45 4.71  0.3664
H24 2.41 -5.93 2.65  0.3273
H25 1.07 -5.14 0.67  0.4143
O3 -0.65 2.25 1.85  -0.7474
S1 -0.30 1.42 3.08  0.8204
O4 0.98 0.77 2.71  -0.3214
O5 -0.34 2.15 4.32  -0.7161
S2 -1.64 -0.13 2.82  -0.5147
F1 5.82 0.86 0.35  -0.4296
C19 4.78 0.10 0.82  0.4358
C20 4.57 0.01 2.18  -0.7151
C21 3.51 -0.76 2.65  -0.3018
C22 2.66 -1.44 1.77  -0.0375
C23 2.90 -1.31 0.40  0.1023
C24 3.96 -0.55 -0.08  -0.7448
H26 5.22 0.54 2.86  0.3864
H27 3.33 -0.81 3.71  0.2598
H28 2.26 -1.84 -0.30  0.3709
H29 4.14 -0.46 -1.14  0.3159

Computed, not measured: a 4-piece molecular cluster, C24H29BrN5O6 overall at a distorted geometry, with wB97M-V/def2-TZVPD.

Frontier orbital gap   7.2 eV
Multiplicity   1
Charge   +1

Each line ends with the Mulliken charge.
CARTESIAN COORDINATES (ANGSTROEM)
C1 1.48 1.90 -4.88  -1.1852
C2 1.64 0.87 -6.05  0.3344
C3 0.29 0.17 -6.45  -0.8939
N1 -0.22 -0.57 -5.28  -0.0448
Br1 -1.99 -1.20 -5.59  0.1155
C4 0.63 -1.76 -4.96  -0.6571
C5 2.15 -1.42 -4.82  -0.8999
C6 2.66 -0.28 -5.76  -0.1862
N2 3.96 0.21 -5.26  -0.6863
H1 2.07 1.61 -3.99  0.3745
H2 1.76 2.92 -5.21  0.3040
H3 0.42 1.95 -4.55  0.1701
H4 2.00 1.41 -6.94  0.6729
H5 -0.42 0.89 -6.88  0.3608
H6 0.56 -0.54 -7.26  0.4432
H7 -0.29 0.00 -4.42  0.1808
H8 0.52 -2.47 -5.80  0.4163
H9 0.22 -2.29 -4.08  0.4245
H10 2.45 -1.26 -3.77  0.3718
H11 2.68 -2.35 -5.14  0.4042
H12 2.86 -0.76 -6.75  0.3578
H13 4.33 0.82 -5.99  0.2739
H14 4.58 -0.59 -5.25  0.2813
C7 -1.42 5.24 -0.33  -0.3873
C8 -2.57 4.56 -0.71  -0.5602
C9 -2.48 3.33 -1.33  -0.3733
C10 -1.22 2.78 -1.56  0.0467
C11 -0.06 3.45 -1.18  -0.0089
C12 -0.17 4.68 -0.57  -0.7310
N3 -1.12 1.46 -2.18  1.1525
O1 -2.14 0.91 -2.52  -0.6414
O2 -0.01 0.99 -2.35  -0.6457
H15 -1.50 6.20 0.16  0.4114
H16 -3.54 5.00 -0.52  0.4241
H17 -3.38 2.80 -1.62  0.4710
H18 0.91 3.02 -1.37  0.4886
H19 0.73 5.21 -0.27  0.4126
C13 0.24 0.12 3.34  -0.2572
C14 0.51 1.32 2.70  -0.6072
C15 -0.45 2.33 2.69  -0.2242
C16 -1.66 2.12 3.32  -0.1688
C17 -1.94 0.92 3.96  -0.6502
C18 -0.99 -0.09 3.96  -0.1583
N4 -2.66 3.20 3.34  1.0299
O3 -2.38 4.22 2.75  -0.6038
O4 -3.70 3.00 3.92  -0.6106
H20 0.98 -0.67 3.35  0.3880
H21 1.46 1.48 2.21  0.4040
H22 -0.23 3.27 2.19  0.5411
H23 -2.89 0.76 4.45  0.4604
H24 -1.19 -1.02 4.45  0.4846
C19 0.07 -5.60 8.50  -0.4238
C20 0.33 -4.25 8.31  -0.4958
C21 0.22 -3.70 7.04  -0.1953
C22 -0.18 -4.50 5.98  0.1822
C23 -0.44 -5.85 6.16  -0.4495
C24 -0.32 -6.40 7.43  -0.4163
N5 -0.32 -3.92 4.65  0.9546
O5 -0.07 -2.73 4.52  -0.5782
O6 -0.70 -4.64 3.75  -0.6075
H25 0.15 -6.03 9.49  0.3821
H26 0.63 -3.63 9.14  0.3668
H27 0.43 -2.65 6.90  0.4547
H28 -0.74 -6.48 5.34  0.4325
H29 -0.52 -7.45 7.59  0.3738